Record 1
2 unconnected molecules or ions with the total composition C22H19N2 at a distorted geometry. Source: the OMol25 dataset; level of theory: wB97M-V/def2-TZVPD.

Output
ΔE to the lowest compared entry with this formula, charge and spin (eV): 0.0000
HOMO level (eV): -10.992
HOMO-LUMO gap (eV): 5.35
LUMO energy (eV): -5.6
Net charge: +1
E_tot (Ha): -958.9867

Each line ends with the Mulliken charge.
Element x y z (Å)
1 C -0.16 0.39 1.80  -0.4346
2 C -1.47 -0.18 1.79  1.1913
3 C -2.56 0.72 1.81  -0.5526
4 C -3.85 0.27 1.84  -0.7192
5 C -4.12 -1.09 1.86  -0.2868
6 C -3.07 -2.00 1.83  -1.0805
7 C -1.77 -1.55 1.79  -0.0329
8 C 1.15 -0.17 1.80  1.3236
9 C 2.24 0.73 1.81  -0.5286
10 C 3.53 0.28 1.82  -0.7198
11 C 3.80 -1.07 1.84  -0.2907
12 C 2.76 -1.99 1.83  -1.0869
13 C 1.46 -1.55 1.81  -0.0014
14 H -0.16 1.46 1.84  0.1204
15 H -2.36 1.78 1.80  0.4062
16 H -4.67 0.97 1.85  0.4057
17 H -5.13 -1.44 1.90  0.4143
18 H -3.28 -3.06 1.84  0.4213
19 H -0.99 -2.29 1.75  0.4317
20 H 2.03 1.79 1.80  0.3687
21 H 4.34 0.99 1.83  0.4060
22 H 4.82 -1.42 1.87  0.4172
23 H 2.98 -3.04 1.84  0.4236
24 H 0.68 -2.28 1.81  0.3838
25 C -1.03 3.77 10.60  -0.4378
26 C -0.35 2.69 10.08  -0.5809
27 C -0.04 2.65 8.74  -0.2802
28 C -0.41 3.69 7.90  0.3230
29 N -0.08 3.65 6.50  0.1590
30 C -0.23 2.58 5.63  -0.3134
31 N 0.17 2.87 4.42  -0.2959
32 C 0.60 4.15 4.46  -0.6423
33 C 0.45 4.66 5.73  -0.2698
34 C -1.09 4.78 8.44  -0.3065
35 C -1.40 4.82 9.78  -0.5709
36 H -1.27 3.81 11.65  0.3818
37 H -0.06 1.88 10.73  0.3785
38 H 0.50 1.82 8.33  0.4352
39 H -0.65 1.62 5.91  0.4017
40 H 1.00 4.67 3.60  0.3984
41 H 0.72 5.64 6.10  0.4139
42 H -1.38 5.58 7.78  0.4440
43 H -1.93 5.66 10.18  0.3822


Record 2
A molecular structure, C31H39Cl2N2OP2PdSbSe4. Source: the OMol25 dataset; level of theory: wB97M-V/def2-TZVPD.

Output
ΔE to the lowest compared entry with this formula, charge and spin (eV): 0.0000
HOMO level (eV): -7.219
HOMO-LUMO gap (eV): 6.22
LUMO energy (eV): -1.0
Net charge: 0
E_tot (Ha): -12966.4838

Each line ends with the Mulliken charge.
Element x y z (Å)
1 Pd -0.10 -0.11 0.05  0.7310
2 C -0.68 3.96 -1.93  -1.8376
3 C 0.45 3.53 -1.00  0.5870
4 C 1.68 3.08 -1.78  -1.2147
5 P -0.02 2.24 0.22  1.2068
6 C -1.57 2.82 1.03  0.3030
7 C -1.68 2.26 2.45  -1.5735
8 C -2.81 2.41 0.23  -0.8528
9 C 1.22 2.37 1.52  -0.2467
10 C 1.54 3.58 2.13  -0.4675
11 C 2.36 3.62 3.24  -1.0318
12 C 2.83 2.42 3.76  -0.7980
13 C 2.53 1.21 3.17  -0.5615
14 C 1.74 1.16 2.00  -0.0628
15 N 1.42 -0.03 1.36  0.6050
16 C 2.22 -1.17 1.47  -0.9182
17 C 3.61 -1.14 1.67  -0.2490
18 C 4.34 -2.31 1.69  -0.8897
19 C 3.73 -3.55 1.51  -0.9784
20 C 2.36 -3.60 1.30  -0.6066
21 C 1.61 -2.42 1.27  0.2706
22 P -0.13 -2.25 0.91  1.1503
23 C -0.78 -3.62 -0.13  0.8462
24 C -1.00 -4.96 0.57  -1.4661
25 C 0.08 -3.75 -1.38  -0.7537
26 C -1.04 -2.16 2.51  0.7617
27 C -2.54 -2.05 2.26  -1.2973
28 C -0.68 -3.25 3.52  -1.4882
29 H -0.30 4.70 -2.64  0.4900
30 H -1.52 4.41 -1.40  0.3534
31 H -1.05 3.12 -2.52  0.4212
32 H 0.72 4.39 -0.38  0.4874
33 H 1.43 2.26 -2.45  -0.1787
34 H 2.49 2.74 -1.13  0.3082
35 H 2.06 3.91 -2.38  0.5031
36 H -1.51 3.91 1.08  0.7653
37 H -1.61 1.17 2.44  0.0760
38 H -2.65 2.53 2.88  0.5178
39 H -0.90 2.65 3.11  0.3490
40 H -2.96 1.33 0.33  -0.3357
41 H -2.73 2.65 -0.83  0.1707
42 H -3.70 2.90 0.62  0.5458
43 H 1.13 4.50 1.74  0.3590
44 H 2.61 4.56 3.71  0.4425
45 H 3.44 2.42 4.66  0.4154
46 H 2.89 0.29 3.61  0.6117
47 H 4.11 -0.19 1.75  0.6207
48 H 5.41 -2.26 1.80  0.4005
49 H 4.31 -4.46 1.50  0.4694
50 H 1.88 -4.55 1.12  0.2161
51 H -1.77 -3.24 -0.44  0.4191
52 H -0.09 -5.35 1.02  0.1998
53 H -1.33 -5.69 -0.17  0.4961
54 H -1.77 -4.91 1.35  0.3488
55 H 1.09 -4.10 -1.15  0.3384
56 H 0.17 -2.79 -1.90  -0.5001
57 H -0.37 -4.45 -2.08  0.4525
58 H -0.68 -1.21 2.90  0.0533
59 H -2.95 -2.97 1.84  0.3112
60 H -2.77 -1.23 1.57  0.1468
61 H -3.06 -1.85 3.20  0.4484
62 H -1.08 -4.23 3.24  0.2567
63 H -1.09 -2.99 4.49  0.4581
64 H 0.40 -3.35 3.63  0.3747
65 Cl -1.85 -0.58 -1.54  -0.2517
66 C -1.80 0.51 -2.92  1.0041
67 C -0.63 0.64 -3.63  -0.3163
68 C -0.62 1.46 -4.75  -0.6050
69 C -1.76 2.14 -5.13  -0.6934
70 C -2.93 1.99 -4.40  0.7879
71 Cl -4.35 2.85 -4.88  -0.2095
72 C -2.99 1.16 -3.28  -0.3139
73 N -4.18 1.02 -2.59  -0.4375
74 H 0.25 0.09 -3.33  -0.1647
75 H 0.30 1.55 -5.32  0.4900
76 H -1.76 2.78 -5.99  0.4298
77 O -5.23 -0.03 -0.76  -0.4861
78 C -4.65 0.45 -1.65  0.6755
79 Se 3.39 0.20 -3.91  -0.4798
80 Sb 2.61 -2.22 -3.73  0.5228
81 Se 0.54 -2.52 -4.87  -0.5531
82 Se 4.22 -3.89 -3.26  -0.5653
83 Se 2.48 -0.50 -1.79  0.1859


Record 3
A molecular structure, C2N2S2 at a distorted geometry. Source: the OMol25 dataset; level of theory: wB97M-V/def2-TZVPD.

Output
ΔE to the lowest compared entry with this formula, charge and spin (eV): 1.5104
HOMO level (spin up / spin down) (eV): -10.548 / -10.547
HOMO-LUMO gap (spin up / spin down) (eV): 6.75 / 6.75
LUMO energy (spin up / spin down) (eV): -3.8 / -3.8
Net charge: 0
E_tot (Ha): -982.0013

Each line ends with the Mulliken charge.
Element x y z (Å)
1 C -0.26 1.45 1.11  0.3716
2 C 0.33 -1.17 -1.22  0.4140
3 N -0.63 2.09 0.21  -0.2845
4 N 0.96 -0.81 -2.13  -0.2756
5 S 0.10 0.09 1.96  -0.0907
6 S -0.50 -1.65 0.06  -0.1349


Record 4
A molecular structure, C26H40BBr3Cl3FKMgNO19V at a distorted geometry. Source: the OMol25 dataset; level of theory: wB97M-V/def2-TZVPD.

Output
HOMO level (eV): -7.632
HOMO-LUMO gap (eV): 1.44
LUMO energy (eV): -6.2
Net charge: +1
E_tot (Ha): -13469.7819

Each line ends with the Mulliken charge.
Element x y z (Å)
1 C -5.58 -1.17 2.22  -1.2846
2 C -4.50 -1.21 1.14  0.0966
3 O -3.73 0.00 1.21  -0.1355
4 B -2.48 -0.02 0.70  0.2670
5 O -2.18 -0.97 -0.29  -0.3832
6 N -1.43 0.93 1.09  0.7064
7 C -1.53 2.22 0.41  -0.6993
8 C -1.69 2.11 -1.10  0.5216
9 C -0.60 1.30 -1.77  -0.9417
10 F -1.53 3.42 -1.56  -0.4063
11 C -1.37 1.01 2.58  0.6503
12 C -0.24 0.07 3.09  -0.2374
13 O 0.73 -0.21 2.29  -0.4235
14 O -0.32 -0.36 4.23  -0.6829
15 C -1.06 2.40 3.11  -0.4657
16 Br 0.79 2.77 3.44  -0.1949
17 C -1.96 3.33 3.36  0.7027
18 C -1.69 4.70 3.85  -1.1028
19 Br -3.81 2.96 3.09  -0.1330
20 H -5.56 -0.17 2.64  0.2688
21 H -5.32 -1.86 3.01  0.3601
22 H -6.55 -1.43 1.83  0.3251
23 H -4.93 -1.27 0.15  0.3199
24 H -3.89 -2.08 1.33  0.0017
25 H -1.72 -1.73 0.07  -0.0027
26 H -0.66 2.85 0.54  0.4815
27 H -2.41 2.77 0.75  0.0624
28 H -2.70 1.83 -1.40  0.2131
29 H -0.32 0.44 -1.18  -0.0824
30 H 0.27 1.95 -1.83  0.3549
31 H -0.87 1.02 -2.78  0.2622
32 H -2.26 0.66 3.10  0.2766
33 H -2.32 4.96 4.70  0.3977
34 H -0.67 4.85 4.15  0.0755
35 H -1.89 5.41 3.05  0.3662
36 O -1.15 -3.97 0.44  -0.4109
37 H -0.18 -3.81 0.13  0.0873
38 H -1.19 -4.12 1.40  0.3265
39 H -1.62 -4.72 -0.09  0.5135
40 Mg 1.27 -1.02 0.70  0.3716
41 C -4.30 -4.29 -3.53  -1.0194
42 C -3.25 -4.55 -2.74  0.0801
43 C -3.42 -5.06 -1.34  1.2583
44 O -2.39 -5.28 -0.67  -0.7718
45 C -4.74 -5.27 -0.83  -0.8934
46 C -5.81 -5.02 -1.62  0.4511
47 C -5.65 -4.52 -3.03  0.8811
48 O -6.65 -4.32 -3.69  -0.5368
49 O -7.04 -5.19 -1.19  -0.6934
50 O -1.99 -4.37 -3.12  -0.3524
51 H -4.19 -3.92 -4.54  0.4660
52 H -4.84 -5.62 0.18  0.5044
53 H -7.65 -4.95 -1.96  0.3742
54 H -1.45 -4.65 -2.36  0.2852
55 C 1.39 -3.45 -3.94  -0.3010
56 Cl 1.12 -2.08 -5.06  -0.2440
57 Cl 0.72 -3.07 -2.33  -0.2098
58 Cl 0.67 -4.92 -4.57  -0.0826
59 H 2.46 -3.62 -3.84  0.4981
60 C 1.34 7.15 4.03  0.9091
61 O 1.11 7.02 2.84  -0.3538
62 O 2.30 7.77 4.53  -0.2779
63 O 0.64 6.67 4.97  -0.2843
64 C 8.16 3.97 4.45  -1.1028
65 C 7.70 3.51 3.09  -0.1596
66 O 7.14 2.19 3.14  -0.3739
67 C 5.88 2.12 3.56  0.7688
68 O 5.19 3.05 3.89  -0.5560
69 O 5.52 0.84 3.58  -0.3576
70 C 4.20 0.61 4.08  -0.3899
71 H 8.84 3.24 4.89  0.2960
72 H 8.67 4.93 4.38  0.3533
73 H 7.32 4.08 5.13  0.3102
74 H 8.55 3.45 2.41  0.2884
75 H 6.98 4.21 2.65  0.3029
76 H 3.47 1.22 3.56  0.0698
77 H 4.16 0.81 5.15  0.3104
78 H 3.96 -0.44 3.91  0.2045
79 K 2.91 -3.04 -6.50  0.9506
80 Br -8.46 -6.82 -2.19  -0.2796
81 O -11.22 -8.26 -2.62  -0.6930
82 V -11.79 -6.89 -3.46  1.6701
83 O -12.71 -5.83 -4.29  -0.7240
84 O 5.59 0.64 -6.60  -0.5984
85 C 5.68 1.08 -5.48  0.7624
86 O 4.72 0.80 -4.59  -0.3619
87 C 4.81 1.10 -3.19  -0.3902
88 C 4.37 2.52 -2.89  -0.9678
89 C 6.80 2.01 -5.09  -0.9357
90 H 5.82 0.89 -2.82  0.3709
91 H 4.14 0.40 -2.69  0.2640
92 H 5.01 3.25 -3.38  0.3035
93 H 4.40 2.70 -1.81  0.3653
94 H 3.36 2.68 -3.25  0.2856
95 H 6.54 3.03 -5.38  0.2704
96 H 7.70 1.71 -5.63  0.3088
97 H 7.05 1.98 -4.03  0.3249